1.
The following is a quantum chemistry calculation of a structure of composition C35H34MnN3OSiTe at a distorted geometry, from the Open Molecules 2025 dataset.

Values from the calculation:
charge	+1
2S+1	6
orbital gap (alpha / beta)	6.0 / 5.9	eV
ΔE to the lowest compared entry with this formula, charge and spin	27.5	kcal/mol
electronic energy	-89851.145	eV
LUMO energy (alpha / beta)	-3.56 / -3.83	eV

```
76
C35H34MnN3OSiTe, DFT the ωB97M-V functional and the def2-TZVPD basis
C 7.33030 17.41199 8.04698
H 13.18119 8.33377 7.24480
C 13.43944 17.00250 7.74066
C 9.63402 21.18493 7.68029
C 9.23409 16.36871 9.02167
H 9.61703 15.35415 13.53572
C 12.97634 18.36139 7.41052
H 8.78142 8.91914 9.45618
C 9.41581 21.83216 6.46973
H 6.47327 17.69420 10.69990
C 9.37743 16.01585 11.47396
H 15.73438 18.00724 10.04787
C 9.94934 15.23800 12.51672
H 10.69858 19.63825 8.77301
C 11.04256 19.48332 6.56107
C 9.96162 21.28418 5.30379
C 11.52875 14.32848 10.91118
H 14.59291 15.94054 9.25807
C 15.04915 18.08246 9.22631
H 6.40718 18.02760 8.08250
N 10.92651 14.97890 9.90072
C 8.00535 17.01402 9.21491
Si 13.89420 15.26932 5.74086
H 9.82782 6.61256 9.25724
C 9.74487 8.75229 8.97953
H 8.84625 22.75727 6.40155
H 7.36622 17.36023 5.89448
H 15.28800 16.33530 4.00760
H 12.44260 13.68571 10.78550
C 14.85760 16.61230 5.01383
H 9.75114 21.79137 4.36037
H 12.11464 15.69646 3.91962
H 10.09852 11.77312 9.52221
C 10.37840 9.87092 8.45585
H 12.08512 6.45672 8.01285
C 14.40167 16.89814 8.79751
C 11.70949 9.76031 7.95589
H 12.91937 11.58154 8.30778
H 13.16740 20.43929 7.66713
C 14.87631 13.75714 6.14161
O 11.87991 18.37265 6.57483
C 11.05114 14.45979 12.22405
H 11.16498 19.74777 4.42938
C 7.91843 17.16734 6.79026
H 13.05653 10.84761 6.69687
C 9.93131 15.83798 10.16546
C 14.74188 19.32506 8.67824
C 11.53711 7.38726 8.12136
H 15.94166 13.94288 5.87212
H 15.26351 20.23219 8.99996
H 8.68736 11.21920 8.59562
C 9.15816 16.50589 6.69673
N 9.79234 16.09293 7.79135
C 12.61543 14.82551 4.44148
C 9.80625 11.21289 8.59690
H 15.70164 16.89042 5.65873
H 7.66387 16.63502 12.70978
H 11.63559 13.95310 12.98060
C 10.46928 20.03713 7.77721
N 12.92150 15.85940 7.08956
C 10.76299 20.11528 5.35803
H 14.78830 13.42369 7.20196
C 10.28674 7.47503 8.76991
H 14.17625 17.47357 4.81926
H 14.45687 12.98312 5.47041
C 8.09055 16.65098 11.64530
C 12.40913 10.98553 7.55857
Mn 11.37887 14.94535 7.87611
H 9.63154 16.27877 5.72890
C 7.41605 17.15747 10.54712
H 11.84568 14.11953 4.88979
Te 10.58456 12.44129 6.95212
H 13.15616 14.25419 3.65236
H 9.04802 21.57873 8.52981
C 13.58968 19.47267 7.88751
C 12.22282 8.48025 7.68540
```

---

2.
The following is a quantum chemistry calculation of a structure of composition C35H34N6O3ReS2, from the Open Molecules 2025 dataset.

Values from the calculation:
charge	+2
2S+1	2
orbital gap (alpha / beta)	6.4 / 6.4	eV
ΔE to the lowest compared entry with this formula, charge and spin	9.0	kcal/mol
electronic energy	-75719.824	eV
LUMO energy (alpha / beta)	-6.36 / -6.40	eV

```
81
C35H34N6O3ReS2, DFT the ωB97M-V functional and the def2-TZVPD basis
H -3.81848 -0.45725 0.25534
C -3.67114 1.39503 -4.33540
H -4.73056 -1.92015 0.62874
C 3.03620 1.46302 -2.32199
S 1.60633 -0.39786 1.88787
H -2.75037 -2.24700 -1.15502
H -1.45581 -3.56934 -3.10537
C -2.70459 -2.26832 -0.06727
H 5.07558 1.65391 -1.67623
H -1.50167 0.53907 7.32631
H -2.54081 4.62945 -0.56658
H 3.79685 -0.49241 -1.67059
C -3.21791 -1.38755 2.12100
C 1.57668 -0.01615 5.06882
H 1.37612 1.81801 0.25314
Re -0.09029 0.37019 -2.02981
H 4.24763 -0.92025 1.59469
H -1.09921 -1.53147 2.79222
O -0.27975 -1.51600 -2.52157
C -0.78519 -4.25302 -2.60333
C -3.74740 -1.45669 0.69001
C 0.53666 2.48237 0.09551
S -1.12130 -1.56749 0.41237
C -0.63937 0.38045 6.69346
H 1.40523 3.72853 -4.26912
C 0.38557 -3.77058 -2.01863
C -0.50346 1.08561 5.50635
C -4.00389 2.64822 -3.84927
H 2.17824 -4.27021 -0.95120
N -1.90624 1.24074 -2.74755
H -1.00325 5.23569 1.27631
C 4.45379 3.36416 -2.79621
C 0.98181 -6.00397 -1.36454
C 0.34795 -0.51696 7.07274
N 4.14785 -0.60305 2.54131
H -2.67022 -3.31032 0.26341
C -1.72412 -1.04753 2.04392
H -3.74453 -0.65269 2.72739
C -2.23432 2.45426 -2.25995
C 3.41593 3.94764 -3.53291
H 0.72028 1.46729 3.78158
H 4.91348 -0.76785 3.17546
C 4.26996 2.13209 -2.21932
C 2.88741 -0.40445 2.97948
C 1.27239 -4.65222 -1.40053
C -1.06886 -5.60888 -2.56415
C 2.20783 3.30318 -3.68206
H -1.25652 1.80919 5.22072
H -4.21176 0.94449 -5.15489
H 0.26110 -1.06443 8.00120
C -1.66047 4.03440 -0.37438
H -0.40509 -7.54204 -1.91880
H -4.81880 3.20825 -4.28745
C 2.91181 0.11626 -1.83604
H 2.21774 -1.42804 6.55303
H -3.51346 4.16985 -2.41748
O -1.11108 -0.20991 -0.36854
H -3.34285 -2.35770 2.60402
H -1.50333 0.01933 2.06808
N 1.76608 -0.46236 -1.71403
H -2.29101 -0.25217 -4.10600
N -0.28931 2.16381 -0.90518
C 0.67791 -2.33093 -2.03797
C 1.45232 -0.71893 6.26048
H -1.96989 -5.98638 -3.02819
C -3.27636 3.18722 -2.79743
H 3.56987 4.90881 -4.00458
H 1.00991 3.81059 1.69785
C -0.18667 -6.48285 -1.94389
H 1.66885 -6.68945 -0.88752
O 0.80067 1.47119 -3.25656
C 2.00695 2.06560 -3.07262
C 0.31660 3.58642 0.90009
H 3.58167 -0.41188 4.86597
C -0.79736 4.36988 0.66133
N 2.76143 -0.23050 4.30549
H 5.40100 3.87581 -2.70188
C -1.38084 2.92321 -1.14562
C -2.60906 0.72282 -3.75996
N 1.78944 -1.84784 -1.58968
C 0.60350 0.89906 4.69162
```

---

3.
The following is a quantum chemistry calculation of a structure of composition C35H35AsNO2PdSSi at a distorted geometry, from the Open Molecules 2025 dataset.

Values from the calculation:
charge	-1
orbital gap (alpha / beta)	6.0 / 5.9	eV
ΔE to the lowest compared entry with this formula, charge and spin	0.0	kcal/mol
electronic energy	-125482.498	eV
LUMO energy (alpha / beta)	1.82 / 1.69	eV

```
77
C35H35AsNO2PdSSi, DFT the ωB97M-V functional and the def2-TZVPD basis
N -0.28720 -2.71080 -0.16742
H -0.99388 -4.26216 -2.97064
H 1.77463 1.33440 -2.08856
C 1.34854 -2.09706 -2.47373
H 1.83193 -2.50118 -3.36825
H -1.91818 -6.45917 1.87031
O 2.04234 0.11655 0.14145
H 1.33352 -0.97715 6.15264
C -2.63284 -4.64386 2.75108
H 0.36530 1.42735 -6.13320
C 0.66242 -0.49152 4.19666
C -1.12656 -4.74206 0.87228
H 0.07233 3.81368 1.88987
C 0.98483 1.52575 -2.80768
Si 0.71857 -3.45817 -1.33407
C 4.19129 -0.67909 0.69354
H 4.37108 -0.71832 3.17742
H -2.33083 4.38506 0.36340
C -2.38594 2.33114 -0.23992
H 1.85915 -5.22845 0.03394
H 4.90637 0.03832 1.10197
C -2.56303 -3.25552 2.70068
C 2.77285 -0.26687 1.06476
H -3.12205 -2.65908 3.41307
H 0.86664 6.13567 2.20224
H 0.40704 4.26130 -2.34683
H 1.20797 6.57192 -2.04002
C -3.19417 1.20285 -0.46944
H -1.73013 -1.53405 1.75571
H 2.91971 -4.68552 -1.27143
H -0.38530 -0.42498 4.46341
C -1.89630 -5.37524 1.83316
C 0.31415 4.42805 1.02889
Pd -0.29612 -0.58546 -0.18080
H -5.19810 0.45659 -0.46154
O 0.04705 0.09755 2.02681
C -0.15074 -4.72630 -2.45364
H 4.27885 -0.68548 -0.39071
C -2.96209 3.52422 0.17906
H -0.56537 -5.33682 0.16083
C -1.78756 -2.61203 1.75627
C -0.27257 1.90805 -2.34546
C 2.19008 -4.35240 -0.52852
C 0.50415 4.66980 -1.34806
H 2.69333 -3.68156 0.17232
C 0.16529 3.89037 -0.24955
C 3.32377 -0.65892 3.44773
C 2.97716 -0.85572 4.75668
C 0.75887 5.72859 1.20464
C -4.33451 3.63458 0.34277
C 0.97986 -0.22899 2.81941
As -0.47180 2.03092 -0.39581
S -2.56522 -0.32432 -1.05249
C 2.37090 -0.35978 2.44902
H 0.53837 -5.11279 -3.20953
H -1.86754 2.11968 -5.32711
H 2.06223 -1.45123 -1.96042
C -5.13810 2.52852 0.10124
C -1.06210 1.96057 -4.62040
H 1.42792 7.52190 0.23164
C 1.07816 6.50556 0.09908
C 1.21975 1.36738 -4.16590
H -0.53683 -5.57732 -1.88871
H 0.50617 -1.48352 -2.79832
H 4.43365 -1.66706 1.08442
H -2.27200 2.43615 -2.91642
C -1.29095 2.13547 -3.26455
H -6.21201 2.60555 0.22472
C 0.19222 1.57449 -5.07390
C 1.61827 -0.78480 5.12388
H 2.19797 1.06079 -4.51553
H -4.77648 4.57224 0.65574
H -3.24530 -5.14024 3.49401
C -1.05296 -3.33542 0.78886
C -4.57642 1.32699 -0.29282
H 3.73372 -1.06920 5.50138
C 0.95277 5.97162 -1.17558
```

---

> The highest electronic energy belongs to which entry?

C35H34N6O3ReS2

---

> What is the charge in the second record?

+2

---

> Among the records above, which one has the highest electronic energy?

C35H34N6O3ReS2